# CH2Cl3PS

A structure of composition CH2Cl3PS (the ωB97M-V functional and the def2-TZVPD basis, the Open Molecules 2025 dataset).

Values from the calculation:
electronic energy = -58760.1126 eV
M = 183.4 g mol⁻¹
relative energy (zero: lowest compared OMol25 entry of this formula, charge and spin) = 76.6 kJ/mol
total charge = 0

Last column: Mulliken charge in e.
Geometry (Å):
C: 1.1255 -0.1332 0.0117  0.1461
P: -0.6978 0.7489 0.1794  0.1578
S: -2.1992 -0.6479 0.0694  -0.2280
Cl: 2.1297 1.3001 -0.0939  -0.1177
Cl: 1.4207 -0.8931 -1.5629  -0.1072
Cl: 1.5746 -1.1263 1.3885  -0.1242
H: -0.4186 1.0371 -1.1777  0.0977
H: -2.9350 -0.2854 1.1856  0.1755

Forces on atoms 1 to 3 (eV/Å):
C -1.232 0.546 -0.034
P 2.113 0.255 0.202
S -0.851 -0.650 0.099